Entry 1:
56
Properties=species:S:1:pos:R:3:forces:R:3 method="wB97M-V/def2-TZVPD" e_homo_ev=-4.17 lumo_ev=2.2 orbital_gap_ev=6.34 charge=-1 total_energy_ha=-3534.11500 spin_multiplicity=1
Na -0.5607 0.6989 -0.6677 1.49 0.22 0.92
F -5.1281 1.6783 -1.7308 -0.11 0.06 0.01
C -4.0518 1.1005 -2.2860 0.04 0.17 -0.05
F -4.4889 0.2906 -3.2635 -0.07 -0.08 -0.09
F -3.3121 2.0607 -2.8495 0.00 0.04 -0.05
S -3.0991 0.1416 -1.0057 0.00 -0.04 0.04
O -1.9701 -0.3489 -1.8811 -0.63 -0.16 -0.15
O -2.6061 1.2553 -0.1368 -0.61 -0.24 -0.31
N -2.2164 -1.2376 1.8850 0.26 0.24 0.12
S 0.3548 -1.1283 2.1018 0.11 -0.54 -0.04
O 1.4286 -0.5486 1.2928 -0.26 -0.21 0.23
O 0.3033 -1.3377 3.5467 -0.09 0.32 -0.38
C 0.8776 -2.8893 1.7776 0.10 -0.33 -0.04
F 0.0463 -3.7903 2.3422 -0.18 -0.03 0.04
F 0.9514 -3.2284 0.4711 -0.02 0.07 -0.30
F 2.0986 -3.1369 2.2865 0.12 0.08 0.07
C -2.5783 -3.0978 0.3706 -0.05 -0.09 -0.04
C -3.0428 -2.1876 1.4525 -0.34 -0.14 -0.02
C -4.3352 -2.3039 1.9899 0.07 -0.14 -0.15
C -4.7579 -1.4487 2.9474 -0.06 0.10 0.07
C -3.9292 -0.3818 3.3574 -0.11 0.01 0.09
C -4.4276 0.5796 4.2625 -0.03 -0.14 -0.06
C -3.6630 1.6652 4.5738 0.21 0.08 -0.06
C -2.3933 1.8114 4.0054 -0.21 0.07 0.19
C -1.8386 0.8972 3.1233 0.22 -0.08 -0.09
S -0.2602 1.2199 2.4868 -0.35 0.51 0.00
C -2.6344 -0.2506 2.8070 0.28 -0.07 -0.28
N -1.0127 -1.2509 1.2088 0.34 0.38 0.32
H -3.3888 -3.7790 0.1128 0.01 -0.03 -0.01
H -1.7034 -3.6598 0.6899 0.03 -0.02 0.00
H -2.2814 -2.5271 -0.5130 -0.01 -0.03 0.06
H -4.9645 -3.1000 1.6177 0.00 0.00 0.01
H -5.7464 -1.5388 3.3811 0.00 0.01 0.01
H -5.4203 0.4415 4.6717 0.00 -0.01 0.00
H -4.0336 2.4194 5.2571 0.01 0.01 0.01
H -1.7874 2.6707 4.2595 -0.01 0.01 -0.01
C 0.7276 -2.0790 -2.8982 0.00 0.10 -0.09
N 1.7081 -1.0004 -3.0706 -0.19 0.00 -0.05
C 1.2198 0.0432 -3.9524 0.00 0.02 -0.08
C 2.5296 -0.6471 -2.0261 0.13 0.13 0.00
S 2.7154 0.9513 -1.5310 -0.16 -0.05 -0.08
N 3.2135 -1.6485 -1.4452 -0.09 -0.13 0.15
C 3.4394 -2.9424 -2.0669 0.03 0.12 -0.06
C 3.9482 -1.4205 -0.2078 0.04 0.05 -0.02
H -0.2766 -1.6500 -2.8338 0.03 -0.02 0.01
H 0.9097 -2.6205 -1.9810 0.06 -0.09 0.18
H 0.7598 -2.7728 -3.7424 0.03 -0.01 0.00
H 0.8528 -0.4400 -4.8589 -0.01 0.00 -0.05
H 2.0189 0.7371 -4.2027 -0.03 -0.05 0.03
H 0.3929 0.6102 -3.5138 -0.01 0.00 0.02
H 3.1723 -2.9083 -3.1192 -0.04 0.01 -0.02
H 2.8737 -3.7354 -1.5731 -0.02 0.00 0.02
H 4.5029 -3.1788 -1.9886 -0.01 -0.01 0.00
H 3.3380 -0.8620 0.4967 0.05 -0.03 -0.07
H 4.8724 -0.8713 -0.4060 0.03 -0.02 0.00
H 4.1803 -2.3942 0.2200 0.01 -0.01 0.05



Entry 2:
43
Properties=species:S:1:pos:R:3:forces:R:3 method="wB97M-V/def2-TZVPD" e_homo_ev="-6.43 / -8.60" lumo_ev="0.5 / -1.4" orbital_gap_ev="6.93 / 7.22" total_energy_ha=-2299.45479 spin_multiplicity=5 s_squared=6.12
C -2.6358 0.9900 -0.3749 -1.25 -0.55 0.07
C -1.3528 0.8556 -1.1221 0.48 0.10 -0.94
C -0.0958 1.5606 -0.3763 0.83 -2.87 -0.06
C 1.1945 0.9812 -1.0534 0.09 0.43 -0.07
C 2.1168 0.1468 -0.1616 0.34 0.29 -0.52
C 2.3277 0.8932 1.1140 -0.58 0.00 0.45
O 1.0754 0.8835 1.8267 -1.09 0.52 -0.45
C -0.1120 1.1282 1.1781 0.05 -0.31 0.02
O -1.1230 0.9209 1.8149 1.48 0.58 -0.09
O -1.2988 0.4232 -2.2744 0.37 0.71 2.36
H -2.5443 0.7582 0.6929 -0.06 -0.08 -0.74
H -2.9699 2.0329 -0.3874 -0.17 -0.21 -0.16
H -3.3988 0.3639 -0.8435 0.07 0.21 -0.08
H 0.9609 0.3535 -1.9345 -0.22 0.81 0.26
H 1.6978 1.9128 -1.3615 0.56 -0.97 -0.09
H 1.7286 -0.8709 0.0037 -0.04 0.40 0.21
H 3.0896 0.0137 -0.6432 -0.10 0.05 -0.20
H 3.0318 0.4138 1.7908 0.01 0.07 0.02
H 2.6213 1.9408 0.9592 0.13 -0.24 -0.14
C -0.0625 3.9680 0.5981 0.35 1.69 -0.07
C -0.3857 3.0797 -0.6175 -1.78 -0.19 -0.20
C 0.1698 3.6898 -1.9015 -0.79 -2.43 -0.52
Fe 1.6937 5.6351 -2.7457 1.01 -4.42 2.83
C 2.9627 4.3619 -3.2522 4.02 -4.67 -0.93
O 3.7412 3.4893 -3.3528 -2.49 2.90 0.33
C 2.2688 5.5543 -1.0023 1.58 -0.74 4.11
O 2.7857 5.4508 0.0441 -1.18 0.55 -2.63
C 1.0692 6.2894 -4.5721 -0.62 1.07 -1.52
C 2.2675 6.9271 -4.1614 -0.24 1.54 -1.17
C 2.0185 7.5832 -2.9237 -0.59 1.30 -0.84
C 0.6551 7.3373 -2.5845 -1.10 2.20 0.05
C 0.0755 6.5424 -3.5937 -0.14 1.02 -0.78
H -0.6945 3.7133 1.4577 0.26 -0.01 -0.15
H 1.0093 3.8136 0.8434 -0.63 0.13 0.15
H -0.1659 5.1338 0.4207 0.01 -2.47 0.05
H -1.4922 2.8360 -0.7190 1.19 2.48 0.05
H 1.1209 3.2157 -2.2456 -0.68 0.90 0.27
H -0.5340 3.8056 -2.7651 0.53 0.36 0.97
H 0.9066 5.7367 -5.4742 0.09 -0.16 -0.26
H 3.2111 6.9109 -4.6821 0.02 -0.08 -0.03
H 2.6988 8.1604 -2.3558 0.50 0.44 0.36
H 0.1183 7.7473 -1.7436 0.14 -0.04 0.08
H -0.9507 6.2527 -3.6401 -0.35 -0.30 0.03



Entry 3:
40
Properties=species:S:1:pos:R:3:forces:R:3 method="wB97M-V/def2-TZVPD" e_homo_ev=-9.26 lumo_ev=0.7 smiles="CCN(Cc1ccncc1)C(=O)CCc1ccccc1" orbital_gap_ev=9.95 e_above_lowest_kj_mol=96.1 total_energy_ha=-844.56585 spin_multiplicity=1
C -1.3688 -0.0633 2.0560 0.06 -0.21 0.00
C -0.9183 -1.3681 1.3979 0.13 0.22 0.33
N -1.2128 -1.4236 -0.0164 -0.36 -0.13 0.05
C -2.6195 -1.5414 -0.3643 0.00 -0.12 -0.31
C -3.3460 -0.2237 -0.3762 -0.20 0.15 0.00
C -2.7951 0.8898 -1.0013 -0.13 -0.09 0.07
C -3.5034 2.0796 -0.9858 0.30 -0.10 -0.12
N -4.6861 2.2186 -0.4106 -0.31 0.47 0.02
C -5.2167 1.1575 0.1710 -0.12 -0.22 0.12
C -4.5935 -0.0795 0.2196 0.17 0.02 -0.17
C -0.3157 -1.4261 -1.0373 0.36 -0.22 0.07
O -0.6880 -1.4948 -2.1952 0.03 0.13 -0.38
C 1.1644 -1.3284 -0.7122 -0.04 0.14 -0.10
C 1.5564 0.1224 -0.4208 -0.02 -0.16 0.04
C 3.0386 0.3700 -0.2936 -0.03 0.07 0.00
C 3.9695 -0.6434 -0.1166 -0.09 -0.01 -0.02
C 5.3175 -0.3498 0.0116 0.13 -0.02 0.03
C 5.7559 0.9607 -0.0319 0.10 -0.04 0.02
C 4.8355 1.9810 -0.2055 -0.01 0.09 0.00
C 3.4921 1.6855 -0.3351 0.02 -0.02 0.00
H -1.0181 -0.0369 3.0847 0.01 0.02 0.13
H -0.9637 0.7960 1.5270 0.02 0.09 -0.03
H -2.4518 0.0218 2.0591 -0.06 0.06 0.04
H 0.1515 -1.4940 1.5542 -0.06 -0.07 -0.03
H -1.4277 -2.2081 1.8878 0.15 0.02 -0.05
H -2.6564 -1.9646 -1.3752 -0.06 0.00 0.25
H -3.1019 -2.2346 0.3317 0.04 0.05 -0.02
H -1.8402 0.8200 -1.4973 0.13 0.02 -0.07
H -3.1081 2.9693 -1.4584 0.11 0.02 -0.07
H -6.1875 1.3097 0.6249 -0.08 -0.08 0.07
H -5.0700 -0.9143 0.7128 -0.05 -0.07 0.07
H 1.4321 -1.9869 0.1142 0.06 -0.01 -0.01
H 1.6919 -1.6630 -1.6076 -0.10 -0.06 0.09
H 1.1726 0.7506 -1.2299 -0.05 0.00 0.06
H 1.0757 0.4588 0.5028 -0.06 0.03 -0.05
H 3.6563 -1.6753 -0.0805 -0.06 -0.11 -0.01
H 6.0273 -1.1532 0.1456 0.06 -0.06 0.01
H 6.8071 1.1870 0.0669 0.08 0.01 0.01
H 5.1661 3.0087 -0.2427 0.02 0.08 -0.01
H 2.7783 2.4859 -0.4729 -0.08 0.08 -0.02



Entry 4:
43
Properties=species:S:1:pos:R:3:forces:R:3 method="wB97M-V/def2-TZVPD" e_homo_ev=-8.41 lumo_ev=0.5 smiles="O=S(=O)(c1ccc(NCc2ccccc2)cc1)N1CCOCC1" orbital_gap_ev=8.93 e_above_lowest_kj_mol=191.1 total_energy_ha=-1393.20284 spin_multiplicity=1
O -3.4420 -1.7641 1.7679 0.13 0.16 0.16
S -3.0956 -1.4595 0.4105 0.25 0.35 -0.03
O -3.8681 -2.0686 -0.6389 0.25 0.02 -0.17
C -1.3670 -1.7602 0.1359 -0.70 0.13 0.04
C -0.4567 -1.2808 1.0597 0.01 -0.04 0.02
C 0.8949 -1.4636 0.8570 0.07 -0.02 -0.01
C 1.3527 -2.1398 -0.2833 -0.41 -0.08 0.04
N 2.6784 -2.3782 -0.5058 0.38 -0.16 -0.32
C 3.7415 -1.7835 0.2635 -0.02 0.02 0.06
C 3.8100 -0.2714 0.1936 0.02 0.03 0.02
C 4.4861 0.4265 1.1869 -0.04 -0.07 -0.07
C 4.5749 1.8057 1.1420 0.06 0.05 0.06
C 3.9819 2.5057 0.1046 0.00 0.10 0.00
C 3.3058 1.8178 -0.8871 0.01 0.06 -0.05
C 3.2231 0.4366 -0.8452 0.03 -0.07 0.01
C 0.4096 -2.6177 -1.2066 0.02 0.05 0.05
C -0.9386 -2.4286 -0.9975 -0.05 -0.02 -0.06
N -3.1365 0.2287 0.2687 0.26 -0.98 0.25
C -4.3290 0.8209 0.8458 -0.39 0.24 0.30
C -4.1769 2.3408 0.8004 -0.03 -0.29 0.16
O -3.9813 2.7911 -0.5214 -0.17 0.10 -0.10
C -2.8447 2.1965 -1.0991 0.23 -0.30 -0.08
C -2.9489 0.6695 -1.0971 0.05 0.37 -0.50
H -0.8279 -0.7679 1.9320 0.06 0.11 0.16
H 1.5979 -1.0757 1.5755 0.07 0.05 0.09
H 2.9163 -2.7171 -1.4237 -0.03 0.01 0.11
H 4.6855 -2.1993 -0.1029 -0.13 -0.03 0.09
H 3.6391 -2.0899 1.3112 0.10 0.02 -0.07
H 4.9463 -0.1174 1.9998 0.04 -0.06 0.11
H 5.1046 2.3355 1.9198 0.04 0.05 0.07
H 4.0461 3.5829 0.0709 0.00 0.09 0.00
H 2.8399 2.3566 -1.6989 -0.04 0.05 -0.06
H 2.6903 -0.0879 -1.6250 -0.07 -0.07 -0.04
H 0.7535 -3.1405 -2.0877 0.02 -0.07 -0.09
H -1.6767 -2.7904 -1.6958 -0.03 -0.07 -0.14
H -4.4125 0.4568 1.8693 -0.14 0.15 0.01
H -5.2236 0.5220 0.2799 0.00 0.07 0.08
H -5.0829 2.8319 1.1581 0.08 -0.08 0.06
H -3.3218 2.6381 1.4254 -0.08 -0.01 0.00
H -2.7859 2.5787 -2.1195 0.08 -0.08 0.06
H -1.9431 2.4917 -0.5405 -0.04 0.00 -0.08
H -2.0281 0.2216 -1.4752 0.00 0.12 -0.15
H -3.7905 0.3468 -1.7271 0.10 0.06 0.00



Entry 5:
43
Properties=species:S:1:pos:R:3:forces:R:3 method="wB97M-V/def2-TZVPD" e_homo_ev=-9.10 lumo_ev=-0.6 smiles="O=C(CCCN1C(=O)c2ccccc2C1=O)NC[C@@H]1CCCO1" orbital_gap_ev=8.47 e_above_lowest_kj_mol=38.9 total_energy_ha=-1070.34384 spin_multiplicity=1
O -3.5604 1.7952 0.6804 -0.45 0.11 0.07
C -2.4797 1.2410 0.6253 0.30 -0.44 0.11
C -2.3001 -0.2262 0.9979 -0.27 0.09 -0.07
C -2.6814 -1.1258 -0.1822 0.18 0.06 -0.03
C -1.6417 -1.1157 -1.3041 -0.40 -0.03 -0.06
N -0.4166 -1.7808 -0.9078 -0.23 0.20 -0.08
C -0.2938 -3.1678 -0.8863 -0.11 -0.10 -0.07
O -1.1619 -3.9394 -1.2005 0.03 -0.02 0.03
C 1.0896 -3.4348 -0.4237 0.61 0.24 0.21
C 1.7567 -4.6224 -0.2109 -0.13 0.11 -0.04
C 3.0748 -4.5517 0.2315 -0.07 -0.08 -0.03
C 3.6942 -3.3310 0.4499 0.03 0.11 0.01
C 3.0206 -2.1323 0.2337 -0.16 0.06 -0.05
C 1.7153 -2.2042 -0.2046 0.13 -0.67 0.03
C 0.7418 -1.1336 -0.5225 -0.05 0.10 -0.07
O 0.8887 0.0654 -0.4759 0.17 0.00 0.06
N -1.3637 1.8430 0.1721 0.46 0.25 -0.05
C -1.3114 3.2514 -0.1287 0.08 0.19 0.35
C -0.5671 4.0179 0.9828 -0.52 0.16 -0.20
C -0.2686 5.4635 0.5722 0.02 -0.25 0.17
C 1.0598 5.3265 -0.1806 0.02 -0.09 0.01
C 1.6382 3.9950 0.3382 0.37 0.04 -0.21
O 0.6995 3.4488 1.2473 -0.04 -0.16 0.17
H -1.2761 -0.4217 1.3194 0.04 -0.03 0.05
H -2.9751 -0.4346 1.8289 0.09 0.07 0.01
H -3.6345 -0.7844 -0.5886 -0.05 -0.06 0.01
H -2.8098 -2.1544 0.1615 -0.06 0.03 -0.05
H -1.3870 -0.0929 -1.5891 0.01 -0.12 -0.05
H -2.0383 -1.6523 -2.1705 0.08 0.12 0.05
H 1.2685 -5.5689 -0.3825 -0.05 -0.10 -0.02
H 3.6240 -5.4643 0.4079 0.05 -0.07 0.02
H 4.7175 -3.3091 0.7936 0.08 -0.01 0.03
H 3.4959 -1.1785 0.4017 0.05 0.10 0.02
H -0.4690 1.3703 0.2085 -0.22 -0.12 0.03
H -2.3390 3.6139 -0.2001 0.13 0.02 -0.08
H -0.8013 3.3926 -1.0857 -0.05 0.07 -0.04
H -1.1424 3.9399 1.9100 0.02 0.02 -0.10
H -0.1412 6.0779 1.4631 -0.06 0.01 -0.01
H -1.0609 5.8881 -0.0395 -0.06 0.08 -0.01
H 0.8957 5.2805 -1.2566 0.04 0.03 -0.01
H 1.7282 6.1599 0.0249 0.01 0.03 -0.06
H 2.5739 4.1291 0.8871 -0.05 -0.03 -0.10
H 1.8172 3.2894 -0.4830 0.02 0.07 0.06



What did the second record say?
43
Properties=species:S:1:pos:R:3:forces:R:3 method="wB97M-V/def2-TZVPD" e_homo_ev="-6.43 / -8.60" lumo_ev="0.5 / -1.4" orbital_gap_ev="6.93 / 7.22" total_energy_ha=-2299.45479 spin_multiplicity=5 s_squared=6.12
C -2.6358 0.9900 -0.3749 -1.25 -0.55 0.07
C -1.3528 0.8556 -1.1221 0.48 0.10 -0.94
C -0.0958 1.5606 -0.3763 0.83 -2.87 -0.06
C 1.1945 0.9812 -1.0534 0.09 0.43 -0.07
C 2.1168 0.1468 -0.1616 0.34 0.29 -0.52
C 2.3277 0.8932 1.1140 -0.58 0.00 0.45
O 1.0754 0.8835 1.8267 -1.09 0.52 -0.45
C -0.1120 1.1282 1.1781 0.05 -0.31 0.02
O -1.1230 0.9209 1.8149 1.48 0.58 -0.09
O -1.2988 0.4232 -2.2744 0.37 0.71 2.36
H -2.5443 0.7582 0.6929 -0.06 -0.08 -0.74
H -2.9699 2.0329 -0.3874 -0.17 -0.21 -0.16
H -3.3988 0.3639 -0.8435 0.07 0.21 -0.08
H 0.9609 0.3535 -1.9345 -0.22 0.81 0.26
H 1.6978 1.9128 -1.3615 0.56 -0.97 -0.09
H 1.7286 -0.8709 0.0037 -0.04 0.40 0.21
H 3.0896 0.0137 -0.6432 -0.10 0.05 -0.20
H 3.0318 0.4138 1.7908 0.01 0.07 0.02
H 2.6213 1.9408 0.9592 0.13 -0.24 -0.14
C -0.0625 3.9680 0.5981 0.35 1.69 -0.07
C -0.3857 3.0797 -0.6175 -1.78 -0.19 -0.20
C 0.1698 3.6898 -1.9015 -0.79 -2.43 -0.52
Fe 1.6937 5.6351 -2.7457 1.01 -4.42 2.83
C 2.9627 4.3619 -3.2522 4.02 -4.67 -0.93
O 3.7412 3.4893 -3.3528 -2.49 2.90 0.33
C 2.2688 5.5543 -1.0023 1.58 -0.74 4.11
O 2.7857 5.4508 0.0441 -1.18 0.55 -2.63
C 1.0692 6.2894 -4.5721 -0.62 1.07 -1.52
C 2.2675 6.9271 -4.1614 -0.24 1.54 -1.17
C 2.0185 7.5832 -2.9237 -0.59 1.30 -0.84
C 0.6551 7.3373 -2.5845 -1.10 2.20 0.05
C 0.0755 6.5424 -3.5937 -0.14 1.02 -0.78
H -0.6945 3.7133 1.4577 0.26 -0.01 -0.15
H 1.0093 3.8136 0.8434 -0.63 0.13 0.15
H -0.1659 5.1338 0.4207 0.01 -2.47 0.05
H -1.4922 2.8360 -0.7190 1.19 2.48 0.05
H 1.1209 3.2157 -2.2456 -0.68 0.90 0.27
H -0.5340 3.8056 -2.7651 0.53 0.36 0.97
H 0.9066 5.7367 -5.4742 0.09 -0.16 -0.26
H 3.2111 6.9109 -4.6821 0.02 -0.08 -0.03
H 2.6988 8.1604 -2.3558 0.50 0.44 0.36
H 0.1183 7.7473 -1.7436 0.14 -0.04 0.08
H -0.9507 6.2527 -3.6401 -0.35 -0.30 0.03